[1]
Molecular formula: C3H6OS3
Method: DFT, ωB97M-V/def2-TZVPD

The geometry in XYZ format:
```
13
Properties=species:S:1:pos:R:3:forces:R:3
C -0.026890 1.840779 -0.354620 -0.35 0.38 0.89
C -0.650741 -1.538340 -1.193885 0.57 3.00 -0.97
C 0.283220 -0.774155 -0.248966 -0.21 -0.16 2.42
O 1.085776 -1.069137 2.857534 0.06 -0.40 -0.12
S 0.696958 0.366758 2.799499 0.12 0.57 0.36
S -0.253419 3.310731 0.425284 0.49 0.64 -1.11
S -0.532048 0.609866 0.722973 0.21 -1.21 -1.56
H -0.022978 -1.947392 -1.937571 0.67 -1.62 -0.39
H -1.234274 -2.122785 -0.578038 -1.07 -2.06 0.76
H -1.354650 -0.996370 -1.871198 0.51 0.54 0.99
H 1.184577 -0.268250 -0.591217 -0.29 -0.25 -0.60
H 0.623391 -1.441819 0.618685 -0.42 0.55 -1.36
H 0.201079 4.030115 -0.648480 -0.29 0.02 0.69
```
Forces are in eV/Å.

As for the multiplicity: 1. The energy relative to the best compared isomer or geometry (same formula, charge and spin) is 83.2 kcal per mole. For the lowest unoccupied orbital energy (alpha / beta), the calculation gives -1.35 / -1.35 eV. The gap between HOMO and LUMO (alpha / beta) comes out at 0.227 / 0.228 Ha.

Calculated atomic charges, method natural (NBO), unit e: -0.47 -0.63 -0.49 -0.86 0.58 0.19 0.37 0.23 0.22 0.22 0.24 0.25 0.14

***

[2]
Molecular formula: C6BrF5O
Method: DFT, ωB97M-V/def2-TZVPD

The geometry in XYZ format:
```
13
Properties=species:S:1:pos:R:3:forces:R:3
O 3.195071 1.291687 1.411240 0.11 0.05 0.14
C 2.085409 1.123383 1.146138 0.17 -0.14 -0.23
C 0.840450 0.911399 0.780058 -0.97 -0.20 -0.03
F -0.104133 1.868267 1.027219 0.37 -0.09 -0.04
C 0.276948 -0.363956 0.222887 -0.58 0.31 0.05
F 1.142761 -1.393492 0.439394 0.27 -0.07 0.00
C -1.166597 -0.655886 0.603691 0.38 0.04 -0.15
F -1.692970 -0.810490 1.798119 0.04 0.06 -0.25
C -1.627367 -0.656892 -0.647130 0.32 0.04 -0.18
F -2.800344 -0.813243 -1.217097 0.23 0.07 0.16
C -0.282937 -0.386942 -1.274601 -0.32 0.34 0.49
F 0.226259 -1.382754 -2.023131 0.07 -0.19 -0.07
Br -0.092551 1.268920 -2.266786 -0.10 -0.21 0.11
```
Forces are in eV/Å.

The SMILES is O=C=C(F)[C@@]1(F)C(F)=C(F)[C@@]1(F)Br. As for the multiplicity: 1. The energy relative to the best compared isomer or geometry (same formula, charge and spin) is 0.0 kcal per mole. For the lowest unoccupied orbital energy, the calculation gives -0.52 eV. The gap between HOMO and LUMO comes out at 0.339 Ha.

Calculated atomic charges, method natural (NBO), unit e: -0.38 0.67 0.02 -0.31 0.24 -0.32 0.33 -0.27 0.30 -0.27 0.25 -0.31 0.03

***

[3]
Molecular formula: C25H48CaCl3N4O3SSi
Method: DFT, ωB97M-V/def2-TZVPD

The geometry in XYZ format:
```
86
Properties=species:S:1:pos:R:3:forces:R:3
C 1.555303 -0.909077 -3.685273 -0.01 -0.31 -0.01
C 1.123484 0.522744 -3.646705 -0.29 1.07 -0.05
H 1.265896 -1.381113 -4.628166 0.11 -0.09 0.17
H 1.112353 -1.491972 -2.859992 0.14 0.30 -0.18
H 2.650889 -0.989818 -3.593280 -0.27 0.07 0.04
C 0.640319 1.218135 -4.684012 0.36 -0.35 0.26
C 0.468355 0.693562 -6.068960 -0.17 0.03 -0.46
H 0.376177 2.270959 -4.548977 0.06 -0.27 0.05
H 0.696831 -0.374649 -6.167489 -0.04 0.34 0.01
H 1.107822 1.251331 -6.767086 -0.09 -0.15 -0.01
H -0.566034 0.848898 -6.400571 0.06 -0.07 -0.11
Ca 0.155528 -0.493141 0.437080 0.19 0.46 -0.67
Cl 2.723441 0.363804 0.867503 0.06 -0.09 0.18
Cl 0.085631 -2.931623 -0.606402 0.01 -0.21 0.10
C 0.440936 2.697679 1.224581 0.02 -1.05 -0.25
O -0.373273 1.768573 1.374009 0.55 1.10 0.09
N 0.180142 3.993981 1.434885 -0.48 0.48 0.39
C -1.135652 4.430305 1.883847 0.25 0.09 -0.11
C 1.208707 5.028397 1.368903 -0.16 -0.28 -0.07
H 1.471563 2.484931 0.889801 -0.23 0.02 0.10
H -1.803279 3.569218 1.972419 0.21 0.15 -0.04
H -1.545870 5.157143 1.170333 0.00 -0.17 0.06
H -1.038329 4.940593 2.851000 -0.09 -0.14 -0.04
H 2.140558 4.585775 0.994425 -0.27 0.18 0.09
H 1.369039 5.464750 2.368324 0.04 -0.18 -0.20
H 0.889182 5.837765 0.697141 0.12 -0.28 0.05
H -1.442567 -1.126096 -3.318086 -0.09 0.00 0.28
H -2.316804 1.242105 -3.838314 -0.11 -0.08 0.25
C -2.247600 -1.253893 -2.580238 0.29 -0.02 -0.08
C -3.147906 0.961807 -3.172502 0.13 -0.02 0.19
N -2.689314 0.057991 -2.130263 -0.59 0.22 0.26
H -1.864240 -1.855524 -1.747131 -0.13 0.27 -0.25
C -2.677311 0.438005 -0.842451 0.94 -0.82 0.02
O -2.212769 -0.237733 0.093444 -0.78 0.65 -0.73
H -3.555772 1.863927 -2.701384 0.04 -0.13 -0.22
H -3.104574 1.444747 -0.670709 0.09 -0.21 -0.05
H -3.084296 -1.765637 -3.079181 0.08 0.08 0.18
H -3.922486 0.473629 -3.780494 0.07 0.13 0.16
O 0.177323 0.652979 -1.510209 -1.35 -0.74 1.08
C 1.166196 1.161699 -2.253299 0.60 0.15 -0.07
C -0.065984 3.402223 -2.096372 0.11 0.23 -0.05
C 1.133283 2.703677 -2.232486 0.26 -0.64 -0.20
H -1.000207 2.841085 -1.998550 0.38 0.10 0.02
C -0.056086 4.798577 -2.092838 0.08 -0.07 -0.05
H 2.142163 0.872445 -1.822817 0.33 0.25 -0.09
C 2.340852 3.395144 -2.312080 -0.28 0.26 -0.17
H -0.999130 5.337921 -1.991536 0.21 -0.03 -0.04
C 1.146209 5.500032 -2.236337 0.06 -0.14 -0.01
C 2.348663 4.790646 -2.343934 -0.04 -0.07 0.08
H 3.253869 2.795928 -2.371984 -0.18 0.35 -0.01
H 1.148402 6.592449 -2.263575 0.00 -0.30 0.03
H 3.296759 5.317834 -2.453076 -0.22 -0.01 0.07
Si 0.465911 -7.454335 -0.584416 0.10 0.35 0.43
Cl 0.705684 -7.371284 -2.639756 0.04 -0.16 -0.42
C -1.361606 -7.188108 -0.275668 0.03 -0.02 0.01
C 1.561916 -6.114512 0.107164 -0.13 -0.03 -0.04
C 1.019561 -9.158806 -0.019734 -0.03 -0.12 -0.07
H -1.667606 -6.213734 -0.679483 0.10 -0.18 0.13
H -1.581785 -7.203535 0.799847 0.02 0.03 -0.18
H -1.954571 -7.972671 -0.765273 0.12 0.15 0.11
H 0.415106 -9.946887 -0.488466 0.11 0.15 0.10
H 0.923299 -9.255108 1.070638 0.01 0.04 -0.19
H 2.070192 -9.334458 -0.287687 -0.22 0.07 0.06
H 1.247302 -5.128882 -0.274672 0.08 -0.28 0.15
H 2.608469 -6.283604 -0.180813 -0.21 -0.01 0.08
H 1.495937 -6.084438 1.202765 0.05 0.02 -0.15
C 2.114663 -0.758510 4.311067 0.20 -0.33 0.02
N 0.934363 -0.052671 4.811383 -0.57 0.26 0.44
C 1.147589 0.903183 5.897687 0.35 -0.05 -0.19
C -0.265688 -0.301344 4.231100 0.34 0.05 -0.55
S -0.367942 -1.616510 3.151560 -0.17 0.21 0.01
N -1.348040 0.523757 4.421467 0.09 -0.08 0.45
C -1.767674 1.078663 5.711485 -0.04 0.03 -0.07
C -2.442009 0.437015 3.448989 -0.14 -0.28 -0.07
H 2.936634 -0.541851 4.994211 -0.01 -0.07 -0.09
H 2.377757 -0.424045 3.293049 -0.14 -0.11 0.31
H 1.922550 -1.836472 4.286403 0.19 0.26 0.03
H 0.712058 1.883642 5.673598 0.05 -0.20 0.05
H 0.766312 0.524958 6.858201 0.08 0.14 -0.22
H 2.226333 1.023431 6.026971 -0.23 0.11 -0.13
H -1.939231 2.162678 5.616103 0.07 -0.26 0.10
H -2.716086 0.616084 6.024530 0.19 0.04 -0.10
H -1.039831 0.898150 6.500355 -0.33 0.05 -0.24
H -2.152890 0.862812 2.481508 -0.01 -0.11 0.28
H -2.713776 -0.613381 3.285993 -0.09 0.28 0.03
H -3.299310 0.977660 3.858941 0.12 0.02 -0.07
```
Forces are in eV/Å.

As for the multiplicity: 1. The charge is -1. The energy relative to the best compared isomer or geometry (same formula, charge and spin) is 0.0 kcal per mole. For the lowest unoccupied orbital energy, the calculation gives 2.21 eV. The gap between HOMO and LUMO comes out at 0.253 Ha.

Calculated atomic charges, method Mulliken, unit e: -1.30 0.36 0.39 0.02 0.31 0.22 -1.47 0.35 0.36 0.29 0.27 0.55 -0.76 -0.98 0.05 0.01 0.59 -0.94 -1.06 -0.01 0.18 0.27 0.31 0.27 0.32 0.36 0.11 0.12 -0.65 -0.76 0.36 0.12 0.15 -0.79 0.29 0.22 0.36 0.33 0.20 -0.47 0.30 0.01 0.00 -0.57 0.38 -0.17 0.38 -0.53 -0.68 0.42 0.37 0.34 0.52 -0.35 -0.87 -0.48 -0.93 0.25 0.31 0.27 0.26 0.32 0.25 -0.08 0.27 0.28 -0.84 0.15 -1.13 0.20 -0.41 0.46 -1.14 -1.14 0.35 0.26 0.34 0.40 0.32 0.35 0.31 0.41 0.33 0.13 0.43 0.42

***

[4]
Molecular formula: C42H52AsN3ReSi3
Method: DFT, ωB97M-V/def2-TZVPD

The geometry in XYZ format:
```
102
Properties=species:S:1:pos:R:3:forces:R:3
Re -0.046725 0.652230 -0.122118 -0.07 0.10 0.40
C 1.806077 3.699886 -0.927648 -0.17 0.15 -0.03
C 0.545502 3.463738 -1.440468 0.14 0.09 0.01
C 0.420301 2.065005 -1.752407 -0.12 -0.30 -0.06
C 1.662888 1.435865 -1.411668 0.47 0.50 -0.04
C 2.492571 2.482432 -0.899730 -0.10 -0.30 0.00
H 2.175177 4.649059 -0.571085 0.02 0.00 0.01
H -0.216520 4.217172 -1.583158 -0.05 -0.02 0.05
H -0.211198 1.679480 -2.544434 0.16 0.17 -0.11
H 2.116599 0.638779 -1.985724 -0.06 -0.14 0.12
H 3.505501 2.346017 -0.559740 0.06 -0.01 -0.04
C 3.783632 -0.114454 0.589658 0.01 0.00 0.03
Si 2.823631 0.810204 1.925010 -0.06 0.02 0.08
C 3.358013 2.618070 2.012012 0.08 -0.07 -0.09
C 3.585751 0.106983 3.502486 -0.04 0.10 -0.02
C 0.882639 0.551231 1.802796 0.47 -0.24 0.02
Si 0.128448 1.850164 3.048895 -0.06 -0.05 0.06
C -0.140949 3.510131 2.207254 -0.01 -0.03 -0.07
C -1.497255 1.307626 3.880729 0.02 -0.03 -0.01
C 1.167377 2.134503 4.587431 -0.12 0.04 -0.01
Si 0.596127 -1.148807 2.593747 -0.02 0.04 0.00
C 1.683080 -2.484864 1.850163 -0.10 0.01 -0.01
C 0.581453 -1.381623 4.446211 0.01 0.03 -0.01
C -1.136608 -1.521767 1.950773 0.06 0.00 -0.04
C -2.037844 -2.431630 2.492027 0.03 -0.06 -0.01
C -3.240443 -2.688459 1.858686 0.02 -0.03 0.01
C -3.508101 -2.039590 0.662709 0.02 0.05 -0.02
C -2.579995 -1.144063 0.177933 -0.10 0.00 0.00
N -1.431996 -0.857598 0.814302 -0.06 0.17 0.11
H 4.670317 0.460369 0.309368 0.00 0.01 0.00
H 3.247296 -0.356191 -0.322126 -0.09 0.01 -0.10
H 4.151735 -1.053740 1.006900 -0.01 -0.01 0.01
H 4.435976 2.619982 1.818109 -0.01 0.04 -0.04
H 3.226863 3.027805 3.008133 0.03 -0.03 0.06
H 2.898698 3.314519 1.320775 -0.06 0.03 0.03
H 4.661468 0.244166 3.346116 0.00 0.01 0.02
H 3.441743 -0.953158 3.688790 -0.04 -0.13 -0.07
H 3.328300 0.645829 4.410901 -0.02 0.00 0.01
H -0.167128 3.460899 1.117683 -0.02 0.02 -0.02
H 0.658782 4.203169 2.473222 0.04 0.00 -0.01
H -1.082004 3.952053 2.542297 0.01 0.02 0.02
H -2.344502 1.932477 3.599396 0.00 0.04 0.02
H -1.347274 1.463602 4.951374 -0.02 -0.03 0.00
H -1.785975 0.262572 3.762264 -0.05 0.03 -0.08
H 2.176709 2.507595 4.482379 0.03 0.01 -0.04
H 1.185909 1.256566 5.231158 0.00 -0.05 0.02
H 0.598169 2.902466 5.123972 0.00 0.00 0.01
H 2.696597 -2.488995 2.241989 0.08 0.05 0.07
H 1.755622 -2.375338 0.767821 -0.01 0.01 -0.05
H 1.248542 -3.462833 2.074576 0.00 -0.01 -0.01
H 1.538349 -1.143567 4.907084 0.02 0.01 0.00
H 0.394351 -2.441790 4.642481 -0.01 0.00 0.00
H -0.194128 -0.809704 4.953245 0.01 0.00 0.01
H -1.783126 -2.943073 3.411385 0.00 0.00 0.01
H -3.945078 -3.396694 2.274098 -0.01 0.01 0.00
H -4.415363 -2.224650 0.105614 0.00 0.00 -0.01
H -2.757180 -0.622334 -0.754723 -0.02 0.00 0.02
N -5.568602 3.741107 0.050954 -0.05 0.05 0.02
C -4.405850 3.092689 -0.015957 0.10 -0.06 -0.03
C -3.605249 3.108695 -1.178856 -0.06 0.04 0.04
C -2.417809 2.442159 -1.206261 0.10 -0.09 -0.05
N -1.910158 1.724240 -0.165569 -0.38 -0.17 -0.27
C -2.706905 1.687667 0.931227 0.14 0.08 0.08
C -3.899877 2.335408 1.057803 0.00 0.04 0.00
H -5.903749 4.293911 -0.719525 0.00 -0.01 0.00
H -6.119255 3.741107 0.892603 0.00 -0.01 0.00
H -3.916702 3.651623 -2.060893 -0.02 0.00 0.00
H -1.846396 2.469368 -2.118080 0.00 0.00 0.04
H -2.343590 1.108781 1.757702 0.04 -0.06 0.02
H -4.439053 2.252947 1.991953 -0.03 0.01 -0.01
C -2.554164 -5.114590 -1.404759 0.01 0.02 0.00
C -1.522091 -4.897441 -0.501872 0.00 -0.01 0.00
C -0.729981 -3.764945 -0.608836 0.03 -0.03 -0.01
C -0.966889 -2.846617 -1.625162 0.02 -0.02 -0.07
C -1.985217 -3.074809 -2.546471 -0.01 0.02 -0.02
C -2.779011 -4.207086 -2.429934 0.00 -0.02 0.01
As 0.119402 -1.257121 -1.797500 -0.21 0.03 0.00
C -0.357317 -0.512323 -3.501588 0.03 -0.07 -0.06
C -1.544672 0.106304 -3.863742 -0.01 0.00 -0.01
C -1.664856 0.636676 -5.139654 -0.01 0.01 0.00
C -0.595863 0.554462 -6.026483 0.02 0.00 0.00
C 0.586748 -0.068881 -5.660336 -0.02 0.00 -0.01
C 0.715536 -0.619003 -4.388386 -0.03 0.02 -0.04
C 1.894680 -1.351401 -3.878350 0.03 -0.02 0.05
C 3.031970 -1.656202 -4.614523 -0.01 0.00 0.00
C 4.043804 -2.412159 -4.040763 0.02 -0.01 -0.01
C 3.930331 -2.879628 -2.739067 0.00 0.00 0.01
C 2.803594 -2.576889 -1.986338 0.00 0.06 0.00
C 1.804716 -1.804182 -2.554428 0.00 -0.04 0.00
H -3.171466 -5.998750 -1.319685 0.00 -0.01 0.00
H -1.327327 -5.616223 0.283421 0.00 0.00 0.00
H 0.072559 -3.615608 0.097352 0.05 0.03 0.06
H -2.157672 -2.388622 -3.365074 -0.01 -0.01 0.02
H -3.565060 -4.385904 -3.151256 -0.01 0.00 0.00
H -2.375754 0.172189 -3.168254 0.01 -0.02 -0.01
H -2.587788 1.108535 -5.448788 -0.01 0.00 0.00
H -0.691046 0.974763 -7.018415 0.00 0.00 -0.01
H 1.400089 -0.129595 -6.370657 0.01 0.00 0.00
H 3.130103 -1.323818 -5.639191 -0.01 0.01 0.00
H 4.924414 -2.653055 -4.620454 0.00 0.01 -0.01
H 4.718378 -3.483621 -2.310676 0.00 0.00 0.01
H 2.722247 -2.951881 -0.976152 0.00 -0.01 0.04
```
Forces are in eV/Å.

As for the multiplicity: 2. The charge is +2. The energy relative to the best compared isomer or geometry (same formula, charge and spin) is 0.0 kcal per mole. For the lowest unoccupied orbital energy (alpha / beta), the calculation gives -6.41 / -6.66 eV. The gap between HOMO and LUMO (alpha / beta) comes out at 0.240 / 0.238 Ha.

Mulliken atomic charge list, values in e, 99 entries: 2.41 -1.16 -0.85 -0.97 -0.45 -0.91 0.51 0.47 0.83 0.74 1.18 -1.05 0.03 -1.13 -1.24 0.77 0.73 -0.91 -1.52 -1.33 -1.20 -0.07 -1.20 -0.17 -0.66 -1.04 -1.11 0.28 1.56 0.55 0.20 0.50 0.45 0.40 0.15 0.47 0.32 0.40 -0.07 0.45 0.46 0.39 0.61 0.34 0.41 0.34 0.44 0.65 -0.96 0.59 0.44 0.53 0.34 0.56 0.48 0.57 -0.24 -0.41 0.43 -1.27 -0.65 0.79 0.51 -0.87 0.22 0.22 0.42 0.60 -0.54 0.46 -0.67 -0.78 -0.37 0.49 -0.27 -0.92 1.84 -1.27 0.35 -0.80 -1.13 -0.62 0.52 0.78 -1.06 -0.93 -1.00 -0.77 0.35 0.44 0.47 0.37 0.36 0.49 0.61 0.51 0.44 0.49 0.44

***

Q: What is the energy relative to the best compared isomer or geometry (same formula, charge and spin) in the first record?
A: 83.2 kcal per mole

***

Q: energy relative to the best compared isomer or geometry (same formula, charge and spin) of number 1 (C3H6OS3)?
A: 83.2 kcal per mole

***

Q: What is the formula in the second record?
A: C6BrF5O